1.
The following is a quantum chemistry calculation of a 2-piece molecular cluster, C6H17NO2 overall in a non-equilibrium geometry, from the OMol25 dataset.

The geometry in XYZ format:
```
26
Properties=species:S:1:pos:R:3:mulliken_charge:R:1
O -3.3200 -0.4878 0.6601 -0.64
O 1.9911 2.3190 0.6138 -0.52
N 0.3841 -1.2136 0.3688 -0.03
C 0.2442 -0.8807 -2.1412 -1.27
C -0.4047 -1.3999 -0.9084 0.18
C 1.7975 -0.9855 0.3109 -0.85
C -0.2596 -0.1728 1.1107 -0.55
C 0.5561 2.3352 0.9952 -0.49
C -0.3888 1.2643 0.4025 -0.76
H -0.3566 -0.8517 -2.9911 0.45
H -0.5194 -2.4520 -1.1698 0.34
H -1.3778 1.5974 0.6226 0.35
H 1.1404 -1.4292 -2.4520 0.33
H 2.1685 1.5150 0.1389 0.28
H -1.1823 -0.6535 1.3478 0.29
H 2.1779 -0.9928 1.3415 0.32
H -3.2258 -0.5718 -0.2837 0.28
H 0.5872 2.3462 2.1107 0.31
H 2.2558 -1.8113 -0.3101 0.37
H -1.4270 -1.0407 -0.8855 -0.33
H -3.4531 -1.3240 1.1680 0.32
H 0.1369 3.3183 0.5578 0.27
H 0.5988 0.1725 -2.0323 0.24
H -0.3400 1.2989 -0.5963 0.50
H 1.9940 0.0207 -0.0754 0.20
H 0.2225 0.0798 2.0965 0.40
```

For the HOMO energy, the calculation gives -8.358 eV. The energy above the lowest of the compared OMol25 structures with the same formula, charge and spin comes out at 2.5012 eV. The total energy comes out at -12080.4676 eV. As for the LUMO energy: 0.5968 eV. The calculation puts the molar mass at 135.207 Da. As for the HOMO-LUMO gap: 8.95 eV.

***

2.
The following is a quantum chemistry calculation of C29H33IN3PZr as an isolated structure, from the OMol25 dataset.

The geometry in XYZ format:
```
68
Properties=species:S:1:pos:R:3:mulliken_charge:R:1
I -0.2257 3.5446 -1.5731 -0.20
Zr -0.1144 1.0737 -0.3561 -0.37
P 1.4880 -0.4847 1.1660 1.25
N -0.7066 -0.3019 -1.6664 0.33
N -0.4608 1.7200 1.7919 0.70
N 1.0869 0.1890 2.6731 0.34
C -1.0691 -1.6998 -3.7109 -1.69
C -1.3571 3.4939 3.1337 -1.11
C 0.8996 -4.2303 2.5770 -0.78
C 1.0861 -1.6908 -2.4728 -1.78
C -5.1388 1.5661 -2.9695 -1.69
C 0.4124 0.3269 -3.7929 -1.36
C 3.0747 0.1645 0.6631 0.92
C -3.5811 0.6668 0.3777 -0.58
C 4.2106 1.8175 -0.7136 -1.23
C 5.3974 1.5132 -0.0651 -0.53
C 0.2688 1.9833 4.0543 -1.10
C 2.5729 -2.9647 0.7407 -0.44
C -0.0818 -0.8285 -2.9346 1.42
C -4.1495 1.0533 -1.9607 0.41
C -0.5465 3.0760 4.1966 -0.34
C -4.4363 1.1452 -0.5768 -0.84
C 1.8312 -4.9620 1.8514 -0.51
C -2.9562 0.5115 -2.3911 -0.38
C 0.2942 1.3092 2.8311 0.51
C 5.4329 0.5410 0.9324 -0.85
C 2.6644 -4.3338 0.9343 -0.80
C -1.2985 2.7847 1.9743 -0.17
C -2.3590 0.0957 -0.0732 0.46
C 4.2809 -0.1313 1.3035 -0.46
C 0.7944 -2.8611 2.3883 -0.47
C -2.0465 0.0195 -1.4467 0.76
C -3.9360 0.6459 1.8362 -1.53
C 1.6410 -2.2289 1.4756 0.46
C 3.0671 1.1279 -0.3432 0.68
H -5.6581 0.7273 -3.4380 0.35
H 0.8616 -0.0607 -4.7085 0.45
H -1.7529 -1.1218 -4.3296 0.38
H 1.9109 -6.0302 2.0061 0.42
H 3.3913 -4.9092 0.3767 0.44
H -5.8879 2.2100 -2.5137 0.41
H -4.6363 2.1228 -3.7603 0.39
H 0.0633 -2.2970 2.9536 0.40
H 1.1828 0.9196 -3.2879 0.21
H -1.9218 3.0440 1.1295 0.39
H -5.3808 1.5813 -0.2702 0.46
H 0.7492 -2.5166 -1.8444 0.45
H -1.6562 -2.3356 -3.0465 0.37
H 6.3052 2.0327 -0.3442 0.44
H 6.3701 0.3108 1.4217 0.45
H -0.5645 3.6112 5.1375 0.44
H 4.3239 -0.8864 2.0801 0.49
H -4.4802 1.5465 2.1201 0.38
H 3.2336 -2.4781 0.0332 0.43
H 4.1789 2.5649 -1.4944 0.51
H 1.6118 -2.1007 -3.3354 0.62
H -2.7076 0.5125 -3.4418 0.38
H 0.8954 1.6400 4.8664 0.49
H 0.2559 -4.7258 3.2912 0.45
H 1.6314 -0.0791 3.4820 0.35
H -0.5058 -2.3516 -4.3792 0.47
H -1.7960 -0.5485 0.6012 0.76
H -2.0233 4.3391 3.2220 0.49
H 1.8169 -1.0997 -1.9072 0.30
H -0.3960 1.0053 -4.0648 0.25
H 2.1754 1.3678 -0.9357 -0.55
H -3.0506 0.5605 2.4670 0.28
H -4.5796 -0.2070 2.0591 0.43
```

For the HOMO energy, the calculation gives -14.139 eV. The energy above the lowest of the compared OMol25 structures with the same formula, charge and spin comes out at 0.0000 eV. The total energy comes out at -53738.4202 eV. The net charge is +2. As for the LUMO energy: -6.7929 eV. The calculation puts the molar mass at 672.706 Da. As for the HOMO-LUMO gap: 7.35 eV.

***

3.
The following is a quantum chemistry calculation of C42H42MnN2O11P3S as an isolated structure, from the OMol25 dataset.

The geometry in XYZ format:
```
102
Properties=species:S:1:pos:R:3:mulliken_spin:R:1
Mn -0.2051 -0.2572 0.0172 4.67
S -0.5181 3.5954 -0.2581 0.00
P -1.9541 -3.0354 1.6403 0.03
P -1.7720 -3.2630 -1.2359 0.01
P 1.2298 -0.3375 -2.3159 0.11
O -1.4665 -4.2844 -2.4450 0.00
O -3.2028 -2.8334 -1.3139 0.00
O -0.1982 -4.6250 0.4662 0.00
O -3.3994 -2.5124 1.2859 0.00
O -2.1807 -3.8586 2.9985 0.00
O 4.1240 -0.3657 2.1294 0.00
O -0.8631 -2.0460 1.7857 0.04
O -2.1333 0.1041 -0.6574 0.07
O -0.0533 2.2172 -0.6947 0.01
O 1.4581 -0.1713 1.0843 0.04
O -0.6446 -2.2757 -1.1409 -0.14
N -1.1310 0.8465 1.5719 -0.03
N -2.4162 1.3191 1.2653 0.02
C 1.6626 -2.0080 -2.9565 -0.02
C -7.0005 0.9675 -0.9068 0.00
C -1.9054 4.0232 -1.3259 0.00
C 3.4018 0.8587 3.9518 0.00
C -2.4456 -5.4816 0.3756 0.00
C 2.2822 -4.6345 -3.7013 0.00
C -1.2741 4.5206 3.5151 0.00
C -1.7921 0.1147 -5.0300 0.00
C -0.2773 1.9371 -5.4135 0.00
C -3.2361 3.2549 2.7777 0.00
C -2.8606 0.7415 0.1090 0.02
C -4.7240 0.4712 -1.4900 0.01
C 3.9154 -1.2878 1.0677 0.00
C -0.5841 1.2940 2.6319 0.06
C -1.3575 3.6262 1.2501 0.01
C -3.5996 5.6252 -1.8987 0.00
C 0.5337 1.4794 -4.3802 0.00
C -6.0656 0.5337 -1.8365 0.00
C -0.9850 -0.3402 -3.9980 0.01
C -6.6006 1.3084 0.3771 0.00
C 3.0744 0.2705 2.7526 0.01
C -1.4316 1.2475 -5.7513 0.00
C 2.4436 -4.2280 -2.3795 0.00
C 2.1340 -2.9264 -2.0149 0.02
C -1.5693 -4.2433 0.3188 -0.01
C 2.8422 0.4958 -2.5978 0.01
C 1.7510 0.3527 2.2292 0.05
C -3.4948 3.5119 -3.0410 0.00
C -2.3807 3.1468 -2.2825 0.01
C -2.6502 2.9147 1.4499 0.00
C -0.7146 4.3382 2.2750 0.00
C -5.2567 1.2364 0.7234 0.00
C -4.1039 4.7402 -2.8504 0.00
C -4.3190 0.8468 -0.2183 0.01
C -2.5793 3.9781 3.7153 0.00
C -2.5025 5.2678 -1.1365 0.00
C 0.2060 0.3209 -3.6820 -0.03
C 1.5270 -2.4190 -4.2769 0.00
C 0.8015 1.0494 3.0322 0.01
C 2.4622 1.5571 4.7147 0.00
C 1.1723 1.6417 4.2479 0.00
C 1.8323 -3.7264 -4.6478 0.00
H -3.0804 4.1537 4.6634 0.00
H -1.2745 -1.2170 -3.4282 0.00
H -3.4843 -5.2150 0.1766 0.00
H 3.3025 -2.1335 1.3906 0.00
H 1.1639 -1.7246 -5.0243 0.00
H 2.2237 -2.6175 -0.9770 0.00
H 4.4297 0.7594 4.2841 0.00
H -3.8882 2.8205 -3.7752 0.00
H 3.4393 -0.8251 0.2092 0.00
H 1.4272 2.0352 -4.1235 0.00
H 1.7092 -4.0350 -5.6795 0.00
H -2.1143 -6.1866 -0.3887 0.00
H -0.7717 5.0894 4.2853 0.00
H -1.5971 -3.4893 3.6736 0.00
H -2.0605 1.6033 -6.5582 0.00
H -4.9762 5.0106 -3.4341 0.00
H -2.3805 -5.9602 1.3541 0.00
H 2.7846 -4.9330 -1.6311 0.00
H -4.2329 2.8857 2.9934 0.00
H 0.2618 4.7635 2.0542 0.00
H -3.5152 -2.5034 0.2845 0.00
H 2.8366 1.4840 -2.1349 0.00
H -0.5099 -4.3463 -2.5804 0.00
H -4.9360 1.4475 1.7340 0.00
H 3.6158 -0.1031 -2.1178 0.00
H -1.8971 2.1848 -2.4081 0.00
H 3.0675 0.5786 -3.6618 0.00
H -3.3578 3.0987 0.6385 0.00
H -3.9748 0.1106 -2.1842 0.00
H -6.3813 0.2350 -2.8283 0.00
H 4.9097 -1.6447 0.8015 0.00
H -0.0065 2.8388 -5.9494 0.00
H -7.3318 1.6156 1.1141 0.00
H -2.7050 -0.4182 -5.2707 0.00
H -1.1580 1.9232 3.3120 0.01
H -4.0738 6.5875 -1.7442 0.00
H 2.7476 2.0187 5.6514 0.00
H 2.5012 -5.6562 -3.9871 0.00
H -8.0477 1.0254 -1.1791 0.00
H -2.1208 5.9327 -0.3694 0.00
H 0.4179 2.1901 4.8030 0.00
H 0.3136 -3.8089 0.3624 0.00
```

For the HOMO energy (spin up / spin down), the calculation gives -4.139 / -4.159 eV. The energy above the lowest of the compared OMol25 structures with the same formula, charge and spin comes out at 1.7704 eV. The total energy comes out at -139769.5797 eV. The net charge is -1. As for the LUMO energy (spin up / spin down): 2.4561 / 2.4538 eV. The calculation puts the molar mass at 930.728 Da. Its multiplicity is 6. As for the HOMO-LUMO gap (spin up / spin down): 6.60 / 6.61 eV.

***

Question: Number 2 is which compound?
Answer: C29H33IN3PZr

***

Question: Which value of energy above the lowest of the compared OMol25 structures with the same formula, charge and spin does entry 3 give?
Answer: 1.7704 eV

***

Question: The highest energy above the lowest of the compared OMol25 structures with the same formula, charge and spin belongs to which entry?
Answer: C6H17NO2